1.
{
  "formula": "C42H64BrN7ORuSi",
  "method": "ωB97M-V/def2-TZVPD",
  "charge": 1,
  "lumo_energy_ev": [-3.25, -3.27],
  "de_lowest_kcal_mol": 56.8,
  "multiplicity": 6,
  "homo_energy_ev": [-8.4, -9.6],
  "homo_lumo_gap_ev": [5.2, 6.4],
  "energy_ha": -5055.46089,
  "species": ["Ru", "C", "C", "C", "C", "C", "C", "C", "C", "C", "C", "C", "C", "N", "C", "C", "N", "C", "C", "C", "C", "C", "C", "C", "C", "C", "C", "C", "C", "H", "H", "H", "H", "H", "H", "H", "H", "H", "H", "H", "H", "H", "H", "H", "H", "H", "H", "H", "H", "H", "H", "H", "H", "H", "H", "H", "H", "H", "H", "H", "H", "H", "H", "H", "H", "C", "C", "C", "C", "C", "C", "N", "N", "Si", "C", "C", "C", "H", "H", "H", "H", "H", "H", "H", "H", "H", "H", "H", "H", "H", "H", "H", "O", "C", "C", "C", "N", "C", "Br", "C", "H", "H", "H", "H", "N", "C", "C", "N", "H", "H", "H", "H", "H", "H", "H", "H", "H"],
  "positions_angstrom": [[-0.59, 0.29, 0.18], [3.93, -2.83, 1.01], [3.13, -3.30, 2.23], [3.43, -2.46, 3.48], [1.64, -3.59, 2.01], [1.23, -4.73, 2.69], [-0.04, -5.27, 2.59], [-0.92, -4.67, 1.71], [-0.57, -3.53, 1.01], [-1.60, -3.04, 0.02], [-2.99, -2.80, 0.64], [-1.70, -4.04, -1.14], [0.69, -2.91, 1.19], [0.90, -1.67, 0.55], [1.68, -0.74, 1.09], [2.06, 0.45, 0.43], [1.59, 0.81, -0.78], [2.45, 1.61, -1.59], [1.99, 2.75, -2.28], [2.86, 3.44, -3.13], [4.16, 3.04, -3.33], [4.60, 1.90, -2.69], [3.77, 1.17, -1.85], [4.37, -0.11, -1.28], [5.50, 0.22, -0.30], [4.88, -1.05, -2.38], [0.58, 3.28, -2.20], [-0.38, 2.37, -2.98], [0.12, 3.53, -0.78], [4.99, -3.01, 1.20], [3.81, -1.77, 0.81], [3.64, -3.38, 0.12], [3.53, -4.29, 2.45], [3.15, -1.41, 3.36], [4.50, -2.49, 3.70], [2.90, -2.85, 4.34], [1.95, -5.23, 3.33], [-0.31, -6.16, 3.15], [-1.91, -5.09, 1.58], [-1.25, -2.09, -0.38], [-2.91, -2.58, 1.70], [-3.63, -3.68, 0.53], [-3.48, -1.95, 0.17], [-2.16, -4.97, -0.81], [-0.69, -4.32, -1.49], [-2.31, -3.66, -1.96], [2.08, -0.86, 2.09], [2.79, 1.07, 0.95], [2.48, 4.31, -3.64], [4.82, 3.59, -3.99], [5.62, 1.56, -2.84], [3.59, -0.67, -0.75], [6.29, 0.76, -0.82], [5.93, -0.68, 0.13], [5.15, 0.86, 0.51], [5.76, -0.65, -2.88], [4.11, -1.21, -3.14], [5.16, -2.01, -1.95], [0.59, 4.24, -2.72], [-0.57, 1.45, -2.42], [0.05, 2.11, -3.95], [-1.33, 2.86, -3.15], [-0.14, 2.58, -0.31], [-0.76, 4.17, -0.76], [0.91, 4.00, -0.19], [-3.27, 5.07, -1.02], [-3.35, 3.59, -1.28], [-3.87, 3.11, -2.47], [-3.88, 1.74, -2.68], [-3.40, 0.90, -1.68], [-2.95, 1.46, -0.48], [-2.89, 2.79, -0.32], [-2.60, 0.63, 0.61], [-3.89, 0.64, 1.81], [-5.45, 0.05, 0.96], [-3.62, -0.44, 3.30], [-4.23, 2.36, 2.45], [-4.24, 5.54, -1.17], [-2.56, 5.55, -1.71], [-2.94, 5.25, 0.00], [-4.26, 3.79, -3.22], [-4.28, 1.33, -3.60], [-3.45, -0.18, -1.77], [-5.38, -0.99, 0.63], [-5.69, 0.67, 0.09], [-6.30, 0.12, 1.65], [-4.58, -0.47, 3.82], [-3.33, -1.46, 3.07], [-2.89, -0.02, 3.99], [-4.77, 2.97, 1.72], [-3.31, 2.89, 2.70], [-4.85, 2.30, 3.36], [-0.53, 3.16, 6.35], [-0.49, 2.61, 5.12], [-0.51, 3.35, 3.95], [-0.46, 2.67, 2.75], [-0.39, 1.34, 2.63], [-0.38, 0.66, 3.78], [-0.29, -1.22, 3.69], [-0.43, 1.23, 5.03], [-0.58, 4.12, 6.29], [-0.57, 4.43, 3.96], [-0.52, 3.23, 1.83], [-0.43, 0.62, 5.92], [-0.09, -2.76, -4.48], [0.93, -1.71, -4.08], [0.68, -1.23, -2.67], [-0.62, -0.63, -2.42], [0.22, -3.32, -5.28], [-0.98, -2.32, -4.72], [-0.28, -3.40, -3.69], [0.85, -0.91, -4.81], [1.91, -2.17, -4.17], [1.44, -0.48, -2.44], [0.83, -2.03, -1.94], [-1.40, -1.27, -2.41], [-0.83, 0.16, -3.02]],
  "lowdin_charge": [1.265, -0.062, -0.367, -0.057, -0.142, -0.052, -0.064, -0.049, -0.182, -0.384, -0.055, -0.071, -0.238, 0.010, -0.286, -0.225, -0.034, -0.171, -0.148, -0.039, -0.068, -0.046, -0.135, -0.390, -0.051, -0.053, -0.349, -0.050, -0.066, 0.087, 0.035, 0.090, 0.121, 0.055, 0.085, 0.081, 0.117, 0.108, 0.118, 0.049, 0.054, 0.088, 0.041, 0.081, 0.074, 0.071, 0.062, 0.129, 0.112, 0.107, 0.110, 0.081, 0.081, 0.074, 0.080, 0.077, 0.065, 0.077, 0.129, 0.014, 0.093, 0.072, 0.007, 0.062, 0.098, -0.036, -0.345, -0.052, -0.076, -0.077, -0.507, 0.150, -0.215, 0.381, -0.161, -0.182, -0.166, 0.084, 0.081, 0.077, 0.115, 0.108, 0.096, 0.019, 0.029, 0.039, 0.046, -0.010, -0.005, 0.026, 0.011, 0.036, 0.099, -0.305, 0.010, -0.128, 0.003, -0.708, 0.955, -0.041, 0.124, 0.124, 0.091, 0.120, 0.195, -0.116, -0.253, -0.001, 0.172, 0.164, 0.148, 0.135, 0.126, 0.091, 0.108, 0.054, 0.040]
}



2.
{
  "formula": "C4H13NO2",
  "method": "ωB97M-V/def2-TZVPD",
  "charge": 1,
  "lumo_energy_ev": [-3.28, -9.39],
  "de_lowest_kcal_mol": 57.3,
  "multiplicity": 2,
  "homo_energy_ev": [-14.3, -14.3],
  "homo_lumo_gap_ev": [11.0, 4.9],
  "energy_ha": -365.05569,
  "species": ["C", "C", "C", "C", "O", "N", "H", "H", "H", "H", "H", "H", "H", "H", "H", "H", "H", "H", "H", "O"],
  "positions_angstrom": [[0.59, 0.96, -1.19], [1.25, -0.05, -0.30], [0.40, -0.38, 1.01], [0.17, 0.82, 1.99], [-0.84, -0.87, 0.47], [1.87, -1.24, -1.06], [-0.21, 0.43, -1.74], [0.18, 1.78, -0.59], [1.28, 1.51, -1.90], [2.19, 0.51, 0.01], [0.83, -1.19, 1.54], [-0.46, 0.55, 2.88], [1.12, 1.18, 2.34], [-0.43, 1.67, 1.52], [-1.46, -0.45, 1.11], [1.15, -1.66, -1.66], [2.08, -1.99, -0.44], [-2.61, -0.73, -0.81], [-3.57, -0.40, -2.03], [-3.52, -0.45, -1.12]],
  "nbo_charge": [-0.655, -0.108, 0.133, -0.671, -0.687, -0.314, 0.233, 0.258, 0.263, 0.290, 0.202, 0.265, 0.249, 0.240, 0.504, 0.402, 0.395, 0.468, 0.474, -0.942]
}